# 1
# C4H10N2O3

One molecule with the formula C4H10N2O3 (the ωB97M-V functional and the def2-TZVPD basis, the Open Molecules 2025 dataset).

The relative energy (zero: lowest compared OMol25 entry of this formula, charge and spin) is 159.86 kJ/mol. For the HOMO energy, the calculation gives -0.3125 hartree. The LUMO energy is 0.40 eV. Its calculated total energy is -13432.1994 eV.

Positions of all 19 atoms, in Å:
1 C 1.1622 -0.0396 1.6284
2 C -0.9255 -0.3875 0.2095
3 N -1.9704 0.1409 -0.4504
4 N -1.0637 -1.5988 0.7718
5 C 0.1908 0.5201 0.6018
6 H -1.7297 0.9459 -1.0216
7 H -2.6282 -0.4970 -0.8740
8 H -1.7864 -2.2111 0.4234
9 H -0.2274 -2.0058 1.1606
10 H -0.2243 1.4705 0.9474
11 H 1.6648 -0.9267 1.2373
12 H 1.9394 0.7016 1.8073
13 H 0.6693 -0.2714 2.5751
14 C 1.0008 0.8245 -0.8066
15 O 0.1079 1.5837 -1.6292
16 O 0.6453 -0.8092 -1.3583
17 O 2.1829 1.1204 -0.8177
18 H 0.6951 2.1489 -2.1509
19 H 0.2971 -0.7093 -2.2540



# 2
# C4H10N2O3

A 2-piece molecular cluster, C4H10N2O3 overall (the ωB97M-V functional and the def2-TZVPD basis, the Open Molecules 2025 dataset).

The relative energy (zero: lowest compared OMol25 entry of this formula, charge and spin) is 548.01 kJ/mol. For the HOMO energy (spin up / spin down), the calculation gives -0.3115 / -0.3115 hartree. The LUMO energy (spin up / spin down) is -0.06 / -0.06 eV. Its calculated total energy is -13428.1765 eV.

Positions of all 19 atoms, in Å:
1 C 1.3234 -0.0508 0.8482
2 C 0.3089 1.4498 -0.8181
3 C 1.3629 -1.3318 0.2501
4 N -1.8112 0.3648 0.1693
5 C -0.8522 0.3115 -0.9198
6 N -2.4744 -0.8508 0.4944
7 O -0.8451 1.5081 -1.6634
8 O 2.4232 0.6988 0.8557
9 O -0.5805 -0.8155 -1.4536
10 H 2.2431 1.5799 1.2116
11 H -2.5010 1.0803 -0.0201
12 H 0.4910 0.2635 1.4692
13 H -1.9478 -1.3169 1.2238
14 H -2.4682 -1.4640 -0.3179
15 H 0.2915 2.2077 -0.0348
16 H 1.2412 1.3388 -1.3651
17 H 2.3456 -1.6254 -0.1098
18 H 0.8679 -2.0992 0.8466
19 H 0.5816 -1.2487 -0.6663



# 3
# C4H10N2O3

A 2-piece molecular cluster, C4H10N2O3 overall (the ωB97M-V functional and the def2-TZVPD basis, the Open Molecules 2025 dataset).

The relative energy (zero: lowest compared OMol25 entry of this formula, charge and spin) is 63.11 kJ/mol. For the HOMO energy, the calculation gives -0.3451 hartree. The LUMO energy is 0.11 eV. Its calculated total energy is -13433.2023 eV. Its SMILES is CNC(=O)CC(N)=O.O.

Positions of all 19 atoms, in Å:
1 C 2.2576 0.9214 -0.8916
2 N 0.9067 0.2762 -0.8186
3 C 0.5837 -1.0168 -1.1187
4 O 1.4427 -1.6883 -1.7195
5 C -0.8386 -1.4683 -0.7450
6 C -0.9362 -1.9770 0.6656
7 N -1.1002 -1.1273 1.6316
8 O -1.1106 -3.1727 0.7804
9 H 2.9294 0.6252 -0.0685
10 H 2.1249 2.0160 -0.8609
11 H 2.7340 0.6514 -1.8491
12 H 0.1100 0.8017 -0.4503
13 H -1.5604 -0.6346 -0.8415
14 H -1.0737 -2.2100 -1.5324
15 H -1.2276 -1.3986 2.6097
16 H -0.8948 -0.1539 1.3934
17 O -1.4123 2.7889 1.2212
18 H -1.9912 3.4081 0.7215
19 H -0.9437 3.3586 1.8726



# 4
# C4H10N2O3S

C4H10N2O3S as an isolated structure (the ωB97M-V functional and the def2-TZVPD basis, the Open Molecules 2025 dataset).

The relative energy (zero: lowest compared OMol25 entry of this formula, charge and spin) is 231.15 kJ/mol. For the HOMO energy, the calculation gives -0.3425 hartree. The LUMO energy is 0.76 eV. Its calculated total energy is -24266.3486 eV.

Positions of all 20 atoms, in Å:
1 C -1.5084 0.8569 0.5049
2 C -1.6976 -0.6024 0.2320
3 C -0.2287 0.7261 -0.1948
4 C -3.0180 -1.1234 -0.4067
5 N -0.4677 -0.5471 -0.5908
6 N 0.7497 1.4431 -0.6091
7 O 3.2881 0.8739 -1.0049
8 O 2.7045 -1.2129 0.2708
9 O 4.3525 0.3440 1.1314
10 S 3.7712 -0.4585 -0.2314
11 H -2.2793 1.5095 0.1634
12 H -1.3654 1.2421 1.4866
13 H -1.7152 -1.3776 1.0377
14 H 4.2203 -0.0395 1.9155
15 H -3.3731 -0.4497 -1.1762
16 H -3.6927 -1.2258 0.4269
17 H -2.8496 -2.0709 -0.8682
18 H 0.0796 -1.3593 -0.8380
19 H 2.3223 1.0866 -0.8972
20 H 0.7075 2.3849 -0.3517



# 5
# C4H10N2O3S

One molecule with the formula C4H10N2O3S (the ωB97M-V functional and the def2-TZVPD basis, the Open Molecules 2025 dataset).

The relative energy (zero: lowest compared OMol25 entry of this formula, charge and spin) is 400.86 kJ/mol. For the HOMO energy (spin up / spin down), the calculation gives -0.2282 / -0.3727 hartree. As for the multiplicity: 3. The LUMO energy (spin up / spin down) is 0.47 / -3.29 eV. Its calculated total energy is -24257.3370 eV.

Positions of all 20 atoms, in Å:
1 C -2.0582 1.6961 -0.2876
2 C -0.2271 -2.2768 -0.3665
3 C -0.6177 1.8279 0.3104
4 C -0.1572 -1.2878 0.7360
5 N 1.8570 0.9179 0.4157
6 N 2.8184 0.0003 0.2223
7 O 3.9499 0.2654 0.5734
8 O 2.4325 -1.0324 -0.2940
9 O 0.2574 0.1867 -1.6392
10 S 0.4283 0.3602 -0.1869
11 H -1.9040 1.3132 -1.2412
12 H -2.5497 1.0307 0.2774
13 H -2.6657 2.5275 -0.4301
14 H -1.0190 -1.8545 -1.1481
15 H 0.6999 -2.4067 -0.7936
16 H -0.3739 -3.2025 0.0738
17 H -0.5142 1.7000 1.3236
18 H 0.0278 2.5752 -0.1199
19 H 0.6165 -1.3751 1.3727
20 H -1.0010 -0.9652 1.2018



# 6
# C4H10N2O4S

One molecule with the formula C4H10N2O4S (the ωB97M-V functional and the def2-TZVPD basis, the Open Molecules 2025 dataset).

The relative energy (zero: lowest compared OMol25 entry of this formula, charge and spin) is 101.09 kJ/mol. For the HOMO energy, the calculation gives -0.3532 hartree. The LUMO energy is 0.18 eV. Its calculated total energy is -26313.6833 eV. Its SMILES is N[C@@H](CC(=O)O)[C@@H](N)OSO.

Positions of all 21 atoms, in Å:
1 N -1.8510 -1.2554 0.3626
2 C -0.8160 -0.6082 -0.4426
3 C -1.1115 0.9007 -0.8256
4 C -0.8437 1.0324 -2.2568
5 O -1.7704 1.3385 -2.9629
6 O 0.4578 1.0216 -2.6224
7 C 0.4696 -0.7403 0.4058
8 N 1.5781 -0.2337 -0.4694
9 O 0.3409 0.0172 1.6102
10 S 1.5232 0.9169 2.2395
11 O 2.4164 -0.0358 3.3311
12 H -1.6661 -0.9915 1.3300
13 H -2.7958 -0.9063 0.1536
14 H -0.8423 -1.2029 -1.4342
15 H -2.1680 1.0294 -0.4722
16 H -0.5146 1.7702 -0.3241
17 H 0.8439 0.2394 -2.1845
18 H 0.4470 -1.8260 0.6456
19 H 2.2473 -0.9613 -0.3315
20 H 2.0160 0.4773 0.0727
21 H 2.0392 0.0177 4.1752



# 7
# C4H10N2OS

One molecule with the formula C4H10N2OS (the ωB97M-V functional and the def2-TZVPD basis, the Open Molecules 2025 dataset).

The relative energy (zero: lowest compared OMol25 entry of this formula, charge and spin) is 144.71 kJ/mol. For the HOMO energy, the calculation gives -0.3298 hartree. The LUMO energy is 0.67 eV. Its calculated total energy is -20172.4230 eV. Its SMILES is C[C@@H](CS)NC(N)=O.

Positions of all 18 atoms, in Å:
1 C -0.8566 -0.4295 1.4980
2 C -0.3788 -0.3913 0.0620
3 C -1.5840 0.1182 -0.8293
4 S -2.9886 -0.8586 -1.6481
5 N 0.7813 0.5627 -0.0720
6 C 2.0274 0.0004 -0.3333
7 N 2.9958 0.9854 -0.2408
8 O 2.0434 -1.1616 -0.7146
9 H -0.0602 -0.1940 2.2298
10 H -1.5204 0.4567 1.8744
11 H -1.3710 -1.3206 1.6391
12 H 0.0366 -1.2908 -0.2718
13 H -1.1374 0.6387 -1.7084
14 H -2.0449 0.9038 -0.4129
15 H -3.1577 -2.1000 -1.0439
16 H 0.5012 1.5123 0.1999
17 H 2.7733 1.8562 0.1554
18 H 3.9407 0.7118 -0.3834



# 8
# C4H10N2S

One molecule with the formula C4H10N2S (the ωB97M-V functional and the def2-TZVPD basis, the Open Molecules 2025 dataset).

The relative energy (zero: lowest compared OMol25 entry of this formula, charge and spin) is 169.06 kJ/mol. For the HOMO energy, the calculation gives -0.3240 hartree. The LUMO energy is 0.90 eV. Its calculated total energy is -18123.8324 eV. Its SMILES is CN/N=C\CCS.

Positions of all 17 atoms, in Å:
1 C -2.6097 -1.2719 0.3884
2 N -1.8612 -0.4948 -0.6584
3 N -1.9263 0.9307 -0.3723
4 C -0.9169 1.3353 0.2754
5 C 0.3016 0.5677 0.7089
6 C 1.2478 0.4165 -0.4449
7 S 2.7930 -0.4607 -0.0321
8 H -2.7069 -2.3568 0.2075
9 H -1.9693 -1.2110 1.2976
10 H -3.5098 -0.6930 0.6380
11 H -2.4172 -0.6179 -1.4991
12 H -1.0123 2.3894 0.5719
13 H 0.0669 -0.4263 1.1359
14 H 0.7590 1.1253 1.5417
15 H 0.8043 -0.0390 -1.3445
16 H 1.5533 1.4131 -0.7858
17 H 2.1209 -1.5494 0.3994



The lowest relative energy (zero: lowest compared OMol25 entry of this formula, charge and spin) belongs to which entry? number 3